Formula: C22H56N12NbO29S
Source: the Open Molecules 2025 dataset
Level of theory: ωB97M-V with the def2-TZVPD basis set

Geometry as ORCA input:
```
! wB97M-V def2-TZVPD RIJCOSX def2/J DEFGRID3
* xyz -1 1
C -4.835 -1.102 -3.163
C -3.925 -2.342 -3.317
O -3.515 -2.579 -4.668
C -2.128 -2.849 -4.754
C -1.688 -4.172 -4.062
O -0.312 -4.176 -3.711
C -0.101 -3.719 -2.375
C 1.327 -4.149 -1.943
O 2.086 -3.006 -1.584
C 3.000 -3.282 -0.496
Nb 2.141 -2.279 1.354
C 3.902 -3.014 2.660
C 3.419 -2.945 4.145
C 4.318 -3.784 5.107
S 3.393 -3.922 6.703
O 2.716 -5.187 6.791
O 2.417 -2.858 6.707
O 4.388 -3.626 7.965
C 3.282 -0.354 0.883
O 2.855 0.800 1.675
N 1.672 1.302 1.215
O 1.051 1.758 2.116
O 1.214 -1.271 2.988
C 0.095 -1.911 3.397
N -0.540 -2.586 4.037
H -5.916 -1.319 -3.170
H -4.608 -0.594 -2.205
H -4.589 -0.371 -3.968
H -4.496 -3.236 -2.983
H -3.062 -2.238 -2.635
H -1.488 -2.021 -4.387
H -1.905 -2.961 -5.833
H -1.842 -5.018 -4.763
H -2.278 -4.417 -3.157
H -0.205 -2.616 -2.339
H -0.820 -4.151 -1.650
H 1.878 -4.663 -2.763
H 1.213 -4.887 -1.126
H 3.111 -4.366 -0.299
H 4.012 -2.864 -0.703
H 0.662 -1.773 0.373
H 1.292 -3.825 1.884
H 4.123 -4.064 2.363
H 4.807 -2.399 2.472
H 3.399 -1.902 4.487
H 2.414 -3.405 4.177
H 4.464 -4.810 4.734
H 5.277 -3.286 5.279
H 4.639 -2.690 7.832
H 3.071 -0.094 -0.184
H 4.380 -0.475 0.944
C -1.255 3.771 1.995
N -2.563 3.790 1.284
O -2.938 4.852 0.812
O -3.175 2.745 1.218
H -0.833 4.766 1.972
H -1.442 3.455 3.016
H -0.611 3.066 1.478
C -6.036 5.396 0.067
N -7.345 5.393 -0.642
O -7.735 6.441 -1.117
O -7.939 4.330 -0.699
H -5.626 6.400 0.038
H -6.217 5.083 1.092
H -5.382 4.697 -0.447
C -8.479 3.170 2.556
N -7.606 3.788 3.591
O -7.202 4.918 3.382
O -7.360 3.121 4.573
H -8.611 3.876 1.744
H -7.983 2.268 2.206
H -9.431 2.938 3.027
C 1.410 3.281 5.194
N 1.817 4.357 4.251
O 2.897 4.889 4.429
O 1.035 4.626 3.361
H 2.196 3.147 5.929
H 0.484 3.596 5.670
H 1.264 2.374 4.610
C -6.308 -0.926 -7.562
N -5.046 -0.449 -6.936
O -5.114 -0.003 -5.808
O -4.035 -0.544 -7.601
H -7.121 -0.782 -6.858
H -6.467 -0.340 -8.464
H -6.179 -1.979 -7.796
C -3.519 3.191 -4.519
N -2.411 2.203 -4.424
O -1.283 2.599 -4.652
O -2.720 1.071 -4.126
H -3.103 4.155 -4.792
H -4.208 2.835 -5.281
H -4.000 3.237 -3.545
C 5.211 -1.987 -3.860
N 6.036 -2.005 -2.622
O 6.119 -0.975 -1.984
O 6.572 -3.060 -2.335
H 4.799 -0.991 -3.989
H 5.861 -2.246 -4.686
H 4.418 -2.720 -3.737
C 7.188 -5.628 -5.961
N 5.887 -5.064 -6.413
O 5.518 -4.027 -5.897
O 5.287 -5.683 -7.266
H 7.605 -4.974 -5.202
H 6.991 -6.617 -5.555
H 7.840 -5.682 -6.828
C -0.520 8.448 1.979
N -1.610 8.010 2.893
O -2.392 8.856 3.284
O -1.636 6.833 3.179
H -0.617 9.515 1.809
H 0.425 8.216 2.463
H -0.631 7.895 1.050
C 6.759 0.566 6.694
N 5.707 -0.471 6.866
O 5.644 -1.355 6.035
O 4.979 -0.364 7.834
H 7.324 0.340 5.796
H 6.259 1.527 6.605
H 7.396 0.534 7.573
*
```

The calculation puts the relative energy (zero: lowest compared OMol25 entry of this formula, charge and spin) at 0.00 kcal per mole. As for the HOMO energy: -0.1942 hartree. For the orbital gap, the calculation gives 6.57 eV. For the max |F|, the calculation gives 7.03 eV/A.